A structure of composition C12H30N2O4Tl at a distorted geometry, computed with the ωB97M-V functional and the def2-TZVPD basis.

XYZ file:
```
49
Properties=species:S:1:pos:R:3:forces:R:3:lowdin_charge:R:1
H -2.207 2.357 -2.334 0.0 -0.3 0.1 0.1220
H 2.834 0.012 -2.800 0.1 0.4 0.0 0.1218
C 1.016 -3.980 2.061 0.5 0.1 0.3 -0.0263
C 1.824 0.410 -2.664 0.1 -1.0 -0.5 -0.0365
H -2.483 -2.219 -2.800 0.4 0.1 -0.3 0.1806
O -1.210 0.630 -1.722 0.5 0.5 1.2 -0.2623
H 0.863 4.089 1.957 0.2 -0.1 -0.1 0.1745
H -2.480 1.492 3.869 0.1 0.2 0.1 0.1152
H -1.698 -0.067 4.002 0.1 0.1 -0.4 0.0978
H -0.655 2.065 -3.070 0.2 0.2 0.2 0.1127
H -0.184 -2.551 -1.954 0.2 0.9 -0.3 0.1622
H -0.723 3.235 3.585 0.2 0.5 -0.2 0.1570
H 1.557 2.626 2.735 0.0 0.1 0.1 0.1501
H 0.428 -4.783 2.504 0.0 0.0 0.0 0.1160
H 1.364 -3.297 2.831 -0.2 0.0 0.1 0.1003
H 0.740 3.077 0.025 -0.7 -0.6 -0.2 0.1367
H -2.151 -2.982 0.065 0.0 -0.4 0.1 0.1457
Tl 0.087 -0.378 0.803 -0.1 0.5 -1.1 1.4216
C -2.046 -1.513 -2.073 -0.6 -0.3 0.2 -0.1419
C -1.421 -3.372 -0.652 0.4 1.1 1.2 -0.1423
H -1.003 -0.311 -3.557 0.3 -0.2 0.4 0.1465
H -1.376 2.976 1.931 -0.1 0.1 0.1 0.1472
O -0.626 1.336 2.933 0.1 -0.8 -0.4 -0.3189
H 3.016 3.141 0.636 0.1 -0.1 0.3 0.1683
H -0.719 -4.893 0.551 0.3 -0.2 -0.3 0.1561
H 0.581 -4.359 -0.551 -0.1 0.1 -0.2 0.1542
C -0.255 -4.020 0.068 -0.8 -0.9 1.0 -0.1937
H -0.800 2.698 -1.398 0.3 -0.6 0.4 0.0802
H 2.261 2.858 -1.527 0.2 -0.2 -0.3 0.1599
N -0.951 -2.186 -1.382 -0.6 -1.2 -0.1 0.0439
C -1.194 1.991 -2.119 -0.8 0.6 -1.3 -0.0483
H 1.901 -4.379 1.561 -0.1 -0.1 -0.1 0.1126
H 1.170 -0.450 -2.809 -0.2 0.2 0.3 0.0790
C -1.704 -0.215 -2.711 -0.2 0.2 -1.5 -0.2167
H 1.588 1.135 -3.446 0.2 0.2 0.2 0.1220
H -1.118 1.157 5.024 0.4 0.7 -0.3 0.1187
H 2.938 1.374 1.005 -0.3 0.2 0.5 0.1422
H -2.879 -1.404 -1.372 0.3 0.2 0.3 0.1536
C 2.482 2.200 0.461 0.1 -0.7 -1.3 -0.1348
C -0.583 2.713 2.638 -0.1 -0.6 -0.1 -0.1724
C -1.511 1.012 4.015 -0.9 -1.4 0.4 -0.0396
H 3.591 1.682 -1.372 0.0 -0.1 0.1 0.1582
H -2.576 0.192 -3.240 -0.2 0.0 0.5 0.1602
C 2.581 1.921 -1.037 -0.2 0.9 0.3 -0.1768
O 1.640 0.925 -1.349 0.0 -0.5 0.0 -0.2724
O 0.199 -3.225 1.144 0.1 1.1 -0.2 -0.3170
N 1.046 2.405 0.735 0.8 0.5 0.9 0.0367
C 0.796 2.995 2.051 -0.1 0.1 0.4 -0.1251
H -1.953 -4.122 -1.250 0.3 0.2 -0.5 0.1717
```
Positions in Å, forces in eV/Å.

Computed properties:
* 2S+1: 1
* HOMO level: -19.52 eV
* relative energy (zero: lowest compared OMol25 entry of this formula, charge and spin): 106.9 kJ/mol
* electronic energy: -1056.88276 Ha
* Kohn-Sham gap: 3.8 eV
* charge: +3